# 1
ORCA calculation (ωB97M-V/def2-TZVPD) on a cluster of 2 separate species, C27H52BrIN4O3P in total in a non-equilibrium geometry.

XYZ file:
```
89
Properties=species:S:1:pos:R:3:mulliken_charge:R:1
C 1.599 -1.438 0.857 -1.13
C 0.269 -1.407 0.101 -0.24
O -0.493 -0.313 0.606 -0.23
C -1.489 0.083 -0.292 -1.57
C -2.360 1.207 0.281 -1.06
C -2.522 2.471 -0.613 2.16
C -1.473 3.515 -0.198 -1.58
C 0.040 3.240 -0.258 -1.00
C 0.624 2.377 -1.377 -1.04
I 0.902 2.687 1.658 0.05
O -2.362 2.219 -2.010 -0.41
C -3.231 1.274 -2.578 -0.89
C -4.726 1.421 -2.195 0.12
C -5.352 0.284 -1.412 -0.35
C -6.844 0.469 -1.222 -0.02
C -7.266 1.173 -0.089 -0.14
C -8.611 1.415 0.167 -0.82
C -9.567 0.928 -0.720 -0.53
C -9.146 0.204 -1.828 -0.57
C -7.804 -0.033 -2.095 -0.60
N -4.900 2.762 -1.547 -0.04
C -3.980 3.053 -0.409 -0.71
C -4.158 4.508 0.036 -1.63
C -4.280 5.595 -1.058 0.14
C -3.414 5.457 -2.329 -1.43
Br -3.942 7.325 -0.211 -0.10
H 2.386 -0.935 0.298 0.28
H 1.908 -2.456 1.082 0.32
H 1.445 -0.910 1.798 0.28
H 0.426 -1.344 -0.981 0.30
H -0.280 -2.327 0.339 0.40
H -2.145 -0.799 -0.438 0.45
H -1.104 0.289 -1.296 0.59
H -1.872 1.542 1.200 0.61
H -3.300 0.763 0.607 0.53
H -1.650 4.455 -0.722 0.20
H -1.698 3.752 0.844 0.58
H 0.496 4.217 -0.390 0.86
H 1.620 2.771 -1.596 0.45
H 0.805 1.343 -1.091 0.12
H 0.078 2.455 -2.317 0.22
H -3.147 1.399 -3.659 0.46
H -2.945 0.231 -2.402 0.27
H -5.275 1.480 -3.137 0.70
H -5.208 -0.621 -2.010 0.68
H -4.904 0.076 -0.441 0.08
H -6.537 1.547 0.629 0.36
H -8.908 1.986 1.037 0.43
H -10.613 1.130 -0.536 0.41
H -9.913 -0.164 -2.500 0.39
H -7.511 -0.609 -2.965 0.43
H -4.897 3.460 -2.293 0.62
H -5.856 2.774 -1.161 0.56
H -4.377 2.473 0.426 0.16
H -5.125 4.538 0.555 0.57
H -3.473 4.823 0.817 0.56
H -5.322 5.645 -1.369 0.58
H -2.763 6.324 -2.416 0.50
H -2.793 4.564 -2.379 0.38
H -4.045 5.472 -3.223 0.27
O 4.951 -2.839 1.058 -0.74
P 6.322 -3.432 1.226 0.76
N 5.905 -5.017 1.750 0.06
C 6.782 -5.938 2.448 -0.75
C 5.047 -5.766 0.835 -1.11
N 6.834 -2.467 2.576 0.24
C 6.934 -3.027 3.911 -1.11
C 6.257 -1.129 2.634 -1.11
N 7.977 -3.832 0.833 0.01
C 9.011 -2.788 0.974 -0.94
C 8.063 -4.320 -0.570 -1.03
H 7.559 -6.370 1.803 0.26
H 6.190 -6.764 2.848 0.36
H 7.269 -5.486 3.305 0.14
H 5.627 -6.273 0.050 0.33
H 4.326 -5.110 0.349 0.27
H 4.479 -6.525 1.377 0.37
H 6.005 -3.512 4.237 0.31
H 7.181 -2.243 4.630 0.41
H 7.762 -3.736 3.979 0.27
H 5.247 -1.127 3.061 0.33
H 6.202 -0.685 1.641 0.33
H 6.891 -0.478 3.242 0.35
H 8.740 -1.857 0.471 0.33
H 9.947 -3.150 0.544 0.38
H 9.218 -2.576 2.017 0.27
H 7.839 -3.527 -1.289 0.36
H 7.359 -5.137 -0.739 0.24
H 9.059 -4.708 -0.777 0.40
```

* HOMO level: -9.4 eV
* orbital gap: 6.77 eV
* net charge: +1
* calculated total energy: -4717.49144 a.u.
* strongest force on any atom: 0.1243 Eh/bohr

=====

# 2
ORCA calculation (ωB97M-V/def2-TZVPD) on a structure of composition Br6Hf in a non-equilibrium geometry.

XYZ file:
```
7
Properties=species:S:1:pos:R:3:nbo_charge:R:1
Hf 0.070 -0.090 0.014 -0.08
Br -0.591 2.031 -0.151 -0.38
Br 0.424 -2.292 0.148 -0.31
Br -1.122 -0.485 -1.781 -0.30
Br 1.668 0.821 -1.233 -0.32
Br -1.818 -0.190 1.264 -0.35
Br 1.370 0.206 1.740 -0.27
```

* HOMO level: -0.4 eV
* orbital gap: 6.06 eV
* net charge: -2
* calculated total energy: -15492.13401 a.u.
* strongest force on any atom: 0.2347 Eh/bohr
* ΔE to the lowest compared entry with this formula, charge and spin: 254.6 kcal/mol

=====

# 3
ORCA calculation (ωB97M-V/def2-TZVPD) on a cluster of 7 separate species, C14H39NO12S in total in a non-equilibrium geometry.

XYZ file:
```
67
Properties=species:S:1:pos:R:3:nbo_charge:R:1
O -3.864 -2.286 -2.023 -0.29
N -3.312 -1.817 -1.035 0.38
O -2.020 -1.661 -1.378 -0.37
C -1.182 -1.487 -0.177 0.30
C 0.025 -2.599 -0.466 -0.14
O -0.242 -3.672 0.505 -0.63
S -1.146 -3.046 1.807 2.29
O -0.441 -2.309 2.970 -0.83
O -1.824 -4.297 2.413 -0.82
O -2.069 -1.893 0.953 -0.63
H -0.835 -0.389 0.095 0.24
H -0.019 -2.828 -1.617 0.24
H 1.140 -2.261 -0.316 0.24
C 4.222 0.600 -1.014 -0.65
C 3.272 -0.579 -0.975 -0.07
O 1.937 -0.121 -0.821 -0.75
H 4.141 1.190 -0.095 0.23
H 5.257 0.264 -1.128 0.21
H 3.975 1.270 -1.845 0.22
H 3.509 -1.234 -0.131 0.18
H 3.338 -1.166 -1.896 0.15
H 1.734 0.452 -1.579 0.47
C -3.906 -5.946 -0.717 -0.64
C -5.094 -6.378 0.118 -0.06
O -4.653 -7.148 1.227 -0.72
H -3.350 -6.819 -1.075 0.21
H -4.229 -5.356 -1.579 0.21
H -3.210 -5.348 -0.120 0.20
H -5.776 -6.994 -0.476 0.17
H -5.648 -5.511 0.490 0.15
H -4.055 -6.589 1.752 0.47
C 0.073 2.555 2.255 -0.63
C 1.040 2.044 1.207 -0.06
O 2.254 2.778 1.267 -0.73
H -0.134 3.619 2.101 0.21
H -0.869 2.002 2.218 0.21
H 0.501 2.456 3.258 0.19
H 0.618 2.164 0.205 0.17
H 1.263 0.984 1.362 0.17
H 2.625 2.658 2.158 0.47
C -7.068 0.204 -0.184 -0.63
C -5.754 0.789 0.288 -0.06
O -4.932 1.099 -0.828 -0.73
H -6.896 -0.702 -0.775 0.22
H -7.712 -0.045 0.665 0.21
H -7.597 0.911 -0.832 0.20
H -5.219 0.071 0.917 0.18
H -5.916 1.702 0.869 0.15
H -5.412 1.744 -1.375 0.46
C 3.221 6.197 4.897 -0.63
C 3.786 5.118 3.997 -0.06
O 3.310 3.845 4.407 -0.73
H 3.507 6.018 5.938 0.21
H 3.582 7.185 4.596 0.21
H 2.126 6.196 4.862 0.20
H 4.879 5.108 4.051 0.18
H 3.494 5.283 2.955 0.16
H 2.340 3.862 4.348 0.46
C 5.154 0.689 -5.899 -0.63
C 4.247 1.142 -4.774 -0.06
O 4.998 1.851 -3.800 -0.72
H 5.953 0.047 -5.514 0.21
H 4.591 0.137 -6.656 0.21
H 5.638 1.548 -6.376 0.20
H 3.782 0.280 -4.286 0.17
H 3.453 1.795 -5.149 0.16
H 5.400 2.619 -4.242 0.47
```

* SMILES: O=NO[C@@H]1COS(=O)(=O)O1.CCO.CCO.CCO.CCO.CCO.CCO
* HOMO level: -9.9 eV
* orbital gap: 9.68 eV
* net charge: 0
* calculated total energy: -1912.33414 a.u.
* strongest force on any atom: 0.1285 Eh/bohr

=====

# 4
ORCA calculation (ωB97M-V/def2-TZVPD) on a cluster of 8 separate species, C28H39FO24 in total in a non-equilibrium geometry.

XYZ file:
```
92
Properties=species:S:1:pos:R:3:mulliken_charge:R:1
C -5.769 2.550 -2.708 -0.24
C -4.665 3.048 -3.746 -0.31
O -4.714 2.123 -4.819 -0.29
C -5.852 1.477 -4.724 0.68
O -6.284 0.691 -5.538 -0.56
O -6.595 1.811 -3.612 -0.32
H -6.286 3.380 -2.225 0.26
H -5.421 1.930 -1.882 0.24
H -3.621 3.024 -3.432 0.28
H -4.979 4.024 -4.116 0.26
C 7.125 -2.101 -1.223 -0.23
C 7.569 -2.954 -2.486 -0.35
O 7.440 -4.277 -2.070 -0.34
C 6.815 -4.462 -0.869 0.65
O 6.591 -5.511 -0.347 -0.47
O 6.449 -3.117 -0.464 -0.35
H 6.575 -1.302 -1.719 0.27
H 8.013 -1.668 -0.763 0.26
H 8.618 -2.790 -2.732 0.29
H 6.876 -2.737 -3.299 0.26
C 0.270 -1.488 -0.518 -0.22
C 0.052 -2.516 0.590 -0.28
O -1.291 -3.051 0.306 -0.31
C -1.793 -2.465 -0.769 0.63
O -2.681 -2.915 -1.597 -0.56
O -0.932 -1.440 -1.191 -0.29
H 1.173 -1.785 -1.051 0.27
H 0.319 -0.585 0.091 0.28
H 0.030 -2.076 1.587 0.25
H 0.708 -3.382 0.504 0.23
C -2.540 4.632 5.100 -1.22
C -1.708 5.928 5.434 0.37
C -2.568 7.119 5.659 -0.39
O -2.050 7.573 6.945 -0.34
C -0.963 6.801 7.289 0.67
O -0.275 6.948 8.310 -0.59
O -0.932 5.787 6.562 -0.32
H -1.882 4.147 4.378 0.31
H -3.515 4.846 4.662 0.36
H -2.648 4.000 5.981 0.34
H -1.016 6.188 4.633 0.28
H -3.647 6.974 5.719 0.27
H -2.549 7.852 4.852 0.26
C 2.122 4.364 -6.467 -1.25
C 2.698 3.508 -5.259 0.27
C 4.083 3.810 -4.843 -0.34
O 3.900 3.844 -3.364 -0.38
C 2.485 3.985 -3.054 0.68
O 1.877 4.071 -1.987 -0.56
O 1.909 4.022 -4.203 -0.31
H 2.224 3.900 -7.449 0.39
H 2.339 5.431 -6.423 0.33
H 1.044 4.248 -6.352 0.34
H 2.588 2.428 -5.358 0.30
H 4.586 4.707 -5.205 0.25
H 4.731 3.006 -5.194 0.28
C -4.739 -7.619 3.540 -1.19
C -6.171 -7.348 4.059 0.33
C -6.354 -6.254 5.000 -0.42
O -6.885 -5.232 4.181 -0.34
C -7.445 -5.757 3.137 0.70
O -8.151 -5.214 2.272 -0.59
O -7.146 -7.048 3.100 -0.36
H -4.741 -8.665 3.235 0.33
H -4.118 -7.442 4.418 0.30
H -4.342 -7.178 2.626 0.33
H -6.599 -8.244 4.508 0.30
H -5.393 -5.990 5.442 0.29
H -7.159 -6.420 5.715 0.31
C 5.785 1.986 4.690 -1.47
C 6.163 2.369 6.039 0.49
C 7.054 1.486 6.776 -0.41
O 8.140 2.326 7.297 -0.33
C 7.951 3.589 6.765 0.59
O 8.626 4.536 6.977 -0.49
O 6.911 3.565 5.872 -0.35
H 4.877 1.385 4.737 0.36
H 6.552 1.534 4.061 0.37
H 5.550 2.918 4.175 0.36
H 5.306 2.812 6.547 0.26
H 7.528 0.803 6.070 0.29
H 6.498 0.801 7.416 0.33
C -2.857 -5.128 -8.006 -0.39
C -2.722 -3.620 -7.915 0.38
O -3.515 -3.115 -9.044 -0.29
C -4.160 -4.184 -9.546 0.61
O -5.050 -4.072 -10.355 -0.50
O -3.575 -5.403 -9.124 -0.31
F -1.438 -3.289 -8.112 -0.28
H -3.400 -5.481 -7.129 0.25
H -1.899 -5.648 -8.019 0.26
H -3.114 -3.311 -6.947 0.28
```

* SMILES: O=C1OC[C@@H](F)O1.C[C@H]1COC(=O)O1.C[C@H]1COC(=O)O1.C[C@H]1COC(=O)O1.C[C@H]1COC(=O)O1.O=C1OCCO1.O=C1OCCO1.O=C1OCCO1
* HOMO level: -10.6 eV
* orbital gap: 10.31 eV
* net charge: 0
* calculated total energy: -2995.83451 a.u.
* strongest force on any atom: 0.1350 Eh/bohr
* ΔE to the lowest compared entry with this formula, charge and spin: 74.4 kcal/mol